[1]
{"formula": "C30H25N5O10", "method": "the ωB97M-V functional and the def2-TZVPD basis", "e_above_lowest_kcal_mol": 94.3, "lumo_ev": -0.831, "gap_ev": 9.03, "e_tot_ev": -59423.5469, "elements": ["O", "N", "O", "C", "C", "C", "C", "C", "C", "H", "H", "H", "H", "H", "O", "N", "O", "C", "C", "C", "C", "C", "C", "H", "H", "H", "H", "H", "O", "N", "O", "C", "C", "C", "C", "C", "C", "H", "H", "H", "H", "H", "O", "N", "O", "C", "C", "C", "C", "C", "C", "H", "H", "H", "H", "H", "O", "N", "O", "C", "C", "C", "C", "C", "C", "H", "H", "H", "H", "H"], "coordinates": [[0.740, -5.674, -0.794], [1.263, -5.236, 0.216], [2.401, -5.633, 0.556], [0.554, -4.148, 0.945], [-0.330, -3.223, 0.207], [-0.814, -2.071, 0.859], [-0.656, -1.955, 2.256], [0.041, -2.925, 3.016], [0.780, -3.950, 2.314], [-0.439, -3.436, -0.846], [-1.389, -1.341, 0.309], [-1.137, -1.152, 2.796], [0.059, -2.784, 4.086], [1.452, -4.545, 2.915], [-3.046, 7.376, -2.257], [-2.259, 7.465, -1.325], [-1.643, 6.568, -0.744], [-1.837, 8.883, -1.052], [-2.240, 9.970, -1.807], [-1.906, 11.304, -1.488], [-1.088, 11.476, -0.489], [-0.582, 10.442, 0.355], [-0.892, 9.124, 0.011], [-2.632, 9.829, -2.804], [-2.313, 12.152, -2.019], [-0.899, 12.512, -0.250], [-0.005, 10.843, 1.175], [-0.459, 8.280, 0.527], [1.971, 1.465, -5.854], [2.350, 1.114, -4.715], [2.576, -0.018, -4.237], [2.856, 2.156, -3.770], [3.308, 1.934, -2.447], [3.869, 2.951, -1.680], [3.688, 4.251, -2.045], [3.166, 4.519, -3.294], [2.772, 3.478, -4.209], [3.152, 0.927, -2.090], [4.336, 2.568, -0.785], [4.001, 4.979, -1.312], [3.163, 5.544, -3.633], [2.277, 3.803, -5.112], [9.124, -14.561, -2.127], [8.579, -13.468, -2.220], [9.022, -12.372, -1.841], [7.178, -13.516, -2.761], [6.253, -12.500, -2.492], [4.897, -12.695, -2.944], [4.475, -13.850, -3.576], [5.439, -14.789, -3.863], [6.728, -14.662, -3.493], [6.578, -11.665, -1.889], [4.060, -12.101, -2.609], [3.412, -13.986, -3.713], [5.113, -15.772, -4.169], [7.291, -15.563, -3.686], [-11.126, 4.073, 5.529], [-10.285, 4.453, 6.343], [-10.730, 4.983, 7.348], [-8.879, 4.502, 5.929], [-7.889, 4.724, 6.906], [-6.536, 4.820, 6.531], [-6.146, 4.623, 5.208], [-7.165, 4.328, 4.296], [-8.496, 4.344, 4.581], [-8.209, 5.001, 7.900], [-5.774, 4.942, 7.287], [-5.090, 4.619, 4.981], [-6.850, 4.078, 3.294], [-9.188, 4.191, 3.766]], "mulliken_charge": [-0.5299, 0.8249, -0.5390, 0.2988, -0.3500, -0.5503, -0.2527, -0.4915, -0.3339, 0.4193, 0.3864, 0.3536, 0.3609, 0.4038, -0.5551, 0.9205, -0.5625, 0.0289, -0.0996, -0.5705, -0.1694, -0.5729, -0.2223, 0.3518, 0.3680, 0.3071, 0.3546, 0.4203, -0.5401, 0.8746, -0.5461, 0.1949, -0.3357, -0.4297, -0.4025, -0.3782, -0.3246, 0.4031, 0.3587, 0.3743, 0.3675, 0.3842, -0.5322, 0.8825, -0.5508, 0.3543, -0.4743, -0.3553, -0.4568, -0.2618, -0.3838, 0.4172, 0.3205, 0.3732, 0.3108, 0.3566, -0.5691, 0.8704, -0.5405, 0.3244, -0.4797, -0.2866, -0.5277, -0.2727, -0.3910, 0.3902, 0.3512, 0.3823, 0.3385, 0.4105]}

=====

[2]
{"formula": "C30H26B2Cl2F9IrN9O6S", "method": "the ωB97M-V functional and the def2-TZVPD basis", "e_above_lowest_kcal_mol": 78.6, "spin_multiplicity": 2, "lumo_ev": [-6.773, -8.477], "gap_ev": [5.51, 3.81], "s2": 0.775, "total_charge": 2, "e_tot_ev": -121745.5166, "elements": ["Ir", "C", "C", "N", "O", "B", "F", "F", "O", "N", "C", "C", "C", "N", "O", "B", "F", "F", "O", "N", "C", "C", "C", "H", "H", "H", "H", "H", "H", "H", "H", "H", "H", "H", "H", "N", "C", "N", "N", "C", "N", "H", "H", "H", "H", "F", "C", "C", "F", "C", "F", "C", "S", "C", "F", "C", "F", "Cl", "C", "C", "C", "C", "C", "Cl", "C", "N", "C", "C", "C", "C", "C", "C", "C", "C", "O", "O", "H", "H", "H", "H", "H", "H", "H", "H", "H", "H"], "coordinates": [[1.617, 0.145, -0.307], [5.183, 2.421, 0.209], [4.106, 1.403, 0.132], [2.863, 1.663, -0.083], [2.417, 2.925, -0.203], [1.062, 3.118, -0.824], [0.291, 1.816, -0.704], [1.111, 3.444, -2.122], [0.313, 4.143, -0.099], [0.095, 2.793, 1.700], [0.996, 2.150, 2.352], [2.243, 2.786, 2.848], [0.829, 0.703, 2.667], [1.154, -0.093, 1.721], [1.194, -1.407, 2.088], [2.613, -1.954, 2.171], [2.502, -3.219, 2.628], [3.356, -1.065, 2.943], [3.227, -2.012, 0.784], [3.259, -0.774, 0.271], [4.316, -0.041, 0.412], [5.601, -0.552, 0.949], [0.535, 0.281, 4.063], [4.821, 3.387, -0.131], [6.029, 2.115, -0.406], [5.547, 2.514, 1.235], [2.596, 3.548, 2.158], [2.996, 2.028, 3.054], [1.999, 3.288, 3.792], [5.604, -1.637, 0.962], [5.738, -0.196, 1.973], [6.432, -0.180, 0.348], [0.515, 1.138, 4.734], [1.279, -0.441, 4.395], [-0.445, -0.200, 4.081], [-0.509, -4.014, 1.581], [-0.863, -4.381, 0.348], [-1.466, -5.551, 0.155], [-0.656, -3.629, -0.738], [-0.127, -2.470, -0.623], [0.349, -1.411, -0.621], [-0.560, -4.665, 2.346], [0.045, -3.181, 1.725], [-1.657, -6.191, 0.905], [-1.745, -5.796, -0.780], [3.417, -3.910, -6.209], [3.106, -2.967, -5.367], [2.873, -1.672, -5.833], [2.967, -1.413, -7.119], [2.547, -0.690, -4.933], [2.324, 0.529, -5.374], [2.437, -0.949, -3.534], [1.989, 0.395, -2.604], [2.689, -2.279, -3.109], [2.625, -2.593, -1.831], [3.015, -3.265, -4.002], [3.247, -4.496, -3.593], [-3.080, -1.445, 0.198], [-4.766, -1.210, 0.559], [-5.610, -2.306, 0.579], [-6.948, -2.128, 0.891], [-7.437, -0.863, 1.171], [-6.581, 0.224, 1.116], [-7.199, 1.808, 1.454], [-5.227, 0.082, 0.808], [-4.352, 1.183, 0.794], [-3.823, 1.662, -0.422], [-4.212, 1.142, -1.652], [-3.698, 1.658, -2.830], [-2.804, 2.718, -2.807], [-2.402, 3.232, -1.586], [-2.879, 2.697, -0.395], [-2.355, 3.246, 0.925], [-1.398, 2.269, 1.535], [0.418, 4.076, 1.324], [-1.545, 1.186, 1.962], [-5.214, -3.287, 0.360], [-7.614, -2.979, 0.916], [-8.477, -0.709, 1.419], [-4.692, 1.924, 1.391], [-4.944, 0.345, -1.686], [-4.028, 1.245, -3.775], [-2.431, 3.146, -3.726], [-1.710, 4.063, -1.554], [-3.147, 3.372, 1.669], [-1.884, 4.212, 0.778]], "lowdin_spin": [0.0463, -0.0003, 0.0007, 0.0136, 0.0017, 0.0018, 0.0046, 0.0004, 0.0001, 0.0002, 0.0004, 0.0002, 0.0040, -0.0026, -0.0011, -0.0002, 0.0000, 0.0000, -0.0009, -0.0022, 0.0023, 0.0003, 0.0005, 0.0000, -0.0001, -0.0002, 0.0000, 0.0000, 0.0000, 0.0000, 0.0001, 0.0001, 0.0000, 0.0002, 0.0003, 0.0000, -0.0001, 0.0000, -0.0002, -0.0004, 0.0031, 0.0000, 0.0000, 0.0000, 0.0000, 0.0512, 0.1341, -0.0063, -0.0103, 0.0836, 0.0228, 0.1053, 0.4620, 0.0674, 0.0205, 0.0032, -0.0061, 0.0000, 0.0000, 0.0000, 0.0000, 0.0000, 0.0000, 0.0000, 0.0000, 0.0000, 0.0000, 0.0000, 0.0000, 0.0001, 0.0001, 0.0000, 0.0000, 0.0000, 0.0000, 0.0004, 0.0000, 0.0000, 0.0000, 0.0000, 0.0000, 0.0000, 0.0000, 0.0000, 0.0000, 0.0000]}

=====

[3]
{"formula": "C30H26Br2Cl6KN4O8P", "method": "the ωB97M-V functional and the def2-TZVPD basis", "e_above_lowest_kcal_mol": 58.9, "lumo_ev": [3.266, 3.266], "gap_ev": [4.77, 4.06], "total_charge": -2, "e_tot_ev": -294696.5082, "elements": ["K", "Cl", "C", "C", "C", "C", "C", "C", "P", "C", "C", "C", "C", "C", "C", "C", "C", "C", "C", "C", "C", "H", "H", "H", "H", "H", "H", "H", "H", "H", "H", "H", "H", "H", "H", "Br", "C", "Br", "H", "H", "Cl", "C", "C", "Cl", "C", "Cl", "C", "O", "C", "O", "C", "Cl", "C", "C", "C", "C", "N", "C", "N", "N", "N", "H", "H", "H", "H", "H", "H", "H", "H", "H", "H", "O", "O", "O", "Cl", "O", "O", "O"], "coordinates": [[1.361, -0.428, 0.036], [-1.503, -3.090, 1.766], [-2.745, -2.980, 2.946], [-2.491, -4.011, 3.865], [-3.224, -4.032, 5.050], [-4.238, -3.139, 5.293], [-4.516, -2.196, 4.357], [-4.023, -2.261, 3.011], [-0.306, 1.835, 2.584], [-0.535, 2.233, 4.156], [-0.588, 1.408, 5.277], [-1.328, 1.863, 6.362], [-1.609, 3.217, 6.448], [-1.108, 4.141, 5.521], [-0.646, 3.658, 4.357], [-4.247, -1.140, 2.038], [-4.242, 0.154, 2.532], [-3.774, 1.221, 1.741], [-3.696, 0.934, 0.383], [-4.046, -0.319, -0.135], [-4.013, -1.373, 0.727], [-1.699, -4.714, 3.635], [-3.051, -4.802, 5.794], [-4.756, -3.175, 6.262], [-5.107, -1.338, 4.622], [-0.010, 0.454, 5.306], [-1.691, 1.174, 7.112], [-2.221, 3.585, 7.295], [-1.204, 5.202, 5.733], [-0.278, 4.309, 3.583], [-4.403, 0.324, 3.632], [-3.543, 2.238, 2.144], [-3.352, 1.735, -0.247], [-4.303, -0.462, -1.169], [-3.858, -2.385, 0.345], [-3.102, -2.265, -3.979], [-2.776, -1.096, -5.530], [-1.571, 0.425, -5.102], [-3.754, -0.682, -5.821], [-2.292, -1.724, -6.312], [3.292, 7.062, -1.491], [2.058, 5.836, -1.350], [0.877, 6.130, -0.656], [0.698, 7.490, 0.396], [-0.260, 5.385, -1.000], [-1.798, 5.675, -0.484], [-0.124, 4.448, -2.058], [-0.807, 4.499, -3.062], [1.096, 3.622, -1.748], [1.209, 2.383, -1.512], [2.141, 4.584, -1.942], [3.612, 4.169, -2.689], [4.537, -1.022, -4.535], [4.691, -2.540, -4.786], [4.205, -3.036, -6.170], [4.286, -3.463, -3.622], [2.897, -3.337, -3.221], [2.052, -2.259, -2.934], [1.033, -2.648, -2.163], [1.213, -4.009, -1.963], [2.345, -4.412, -2.593], [5.418, -0.453, -4.914], [4.485, -0.758, -3.468], [3.656, -0.634, -5.050], [5.754, -2.780, -4.822], [3.131, -3.024, -6.314], [4.495, -4.086, -6.361], [4.684, -2.476, -6.973], [4.967, -3.286, -2.765], [4.377, -4.481, -3.976], [2.150, -1.236, -3.268], [-0.188, 0.421, 1.937], [-0.690, 2.948, 1.605], [5.876, -1.897, -0.926], [4.623, -1.467, -0.333], [5.001, -0.404, 0.649], [3.733, -0.884, -1.319], [3.765, -2.563, 0.263]], "mulliken_charge": [0.9085, -0.1108, 0.2593, -0.7087, -0.2741, -0.6540, -0.4360, 0.5002, 0.3004, 0.7498, -0.7050, -0.2886, -0.4395, -0.3046, -1.0086, 0.9134, -0.4068, -0.5298, -0.2950, -1.0496, -0.5237, 0.4176, 0.3210, 0.3393, 0.3764, 0.3325, 0.3923, 0.2788, 0.3699, 0.4226, -0.0017, 0.4447, 0.4532, 0.4834, 0.4607, -0.0839, -0.4707, -0.0473, 0.3075, 0.2837, -0.2418, 0.2305, 0.1601, -0.2424, 0.2220, -0.2322, 0.3276, -0.7101, 0.2329, -0.5673, 0.0718, -0.2700, -1.3720, 0.9442, -1.5604, -0.7289, 0.7232, -0.3974, -0.1136, -0.3613, -0.6863, 0.3662, 0.2274, 0.3523, 0.2145, 0.3121, 0.3970, 0.4117, 0.2156, 0.4797, 0.6391, -0.6061, -0.3939, -0.6676, 1.5498, -0.6582, -0.6282, -0.6170]}